A 10-piece molecular cluster, C52H76BBr2F5O35Si overall, computed with ωB97M-V/def2-TZVPD.

The geometry in XYZ format:
```
172
Properties=species:S:1:pos:R:3:forces:R:3:mulliken_charge:R:1
C 4.524 -1.743 3.783 2.03 7.06 -6.72 -0.321
C 4.920 -0.760 2.837 -3.93 -5.90 6.00 -0.176
C 4.937 0.471 1.705 0.57 -0.99 0.15 -0.333
C 3.728 0.274 0.575 0.34 -0.22 1.58 -0.059
C 2.279 0.308 1.409 0.33 -1.15 -0.22 -0.316
C 0.977 0.330 0.385 0.98 -3.11 -0.92 -0.115
O 1.543 -0.333 -0.849 -1.50 2.37 -0.40 -0.647
C -0.197 -0.777 0.833 1.03 0.27 1.48 0.661
C 0.357 -2.350 0.695 -0.06 0.67 1.00 -0.290
O -0.112 -3.041 1.941 0.66 -1.28 -2.20 -0.224
Si -0.009 -4.786 1.774 0.40 -0.01 1.55 0.496
C -1.796 -5.523 1.806 -1.37 0.25 -0.01 -0.828
C 1.090 -5.403 0.319 0.38 -0.94 -1.43 -0.988
C 0.853 -5.438 3.414 -0.03 0.07 0.61 -0.643
O 0.511 1.594 -0.075 -0.26 -0.74 0.73 0.061
C 0.015 2.592 0.814 -0.49 2.64 1.12 0.309
C -0.512 2.217 2.289 -0.46 -0.48 1.66 -0.723
C -2.016 1.594 2.428 -0.82 -1.08 -0.27 0.384
C -2.189 0.540 3.716 -0.63 -0.26 -1.16 -0.596
C -3.293 -0.645 3.330 -1.03 -6.20 3.07 0.436
O -3.410 -1.794 4.048 0.96 7.96 -4.63 -0.579
O -4.270 -0.519 2.203 3.28 -0.23 0.54 -0.439
B 1.255 3.709 1.043 2.59 1.73 0.49 1.035
O 2.026 3.810 2.321 -0.44 0.63 -3.43 -0.846
O 1.706 4.642 -0.039 -0.09 -3.26 1.59 -0.228
C 2.807 3.993 -0.817 0.61 0.88 -1.93 0.375
C 2.740 4.657 -2.350 0.10 -0.78 0.14 -0.256
C -1.057 3.484 -0.121 1.22 -0.45 -0.54 -0.253
O -2.231 2.658 -0.560 1.17 0.66 -2.98 0.132
C -2.251 2.619 -2.061 -0.38 -0.89 0.53 0.324
F -1.210 1.674 -2.610 -2.45 2.87 1.52 -0.345
C -3.708 1.938 -2.520 1.41 -0.61 -0.73 0.614
F -4.063 2.454 -3.884 0.96 -1.87 4.31 -0.310
F -3.424 0.455 -2.571 -1.63 4.48 0.01 -0.276
C -4.872 2.269 -1.410 -1.34 0.11 -1.74 0.532
F -4.961 3.771 -1.322 0.04 -4.47 -0.20 -0.280
F -6.154 1.715 -1.961 3.55 1.98 1.69 -0.317
C -1.454 4.934 0.502 0.99 3.76 -3.33 -0.327
Br -2.391 5.241 2.289 1.05 -0.67 -2.08 -0.139
C -1.194 6.233 -0.243 -1.72 -2.47 3.26 0.010
C -1.645 7.701 0.423 0.05 -0.11 -1.12 -1.011
Br -0.362 6.360 -2.060 -1.02 -0.34 2.07 -0.131
H 4.055 -2.577 4.477 1.53 2.29 -1.99 0.178
H 5.981 0.393 1.152 -2.20 0.22 1.21 0.356
H 4.871 1.526 2.229 0.07 -2.32 -0.85 0.231
H 3.936 -0.793 0.090 -0.78 2.55 0.89 0.279
H 3.816 1.149 -0.197 -0.10 -1.80 1.44 0.015
H 2.265 1.140 2.227 0.03 -1.35 -1.72 0.315
H 2.250 -0.735 1.987 -0.08 2.33 -1.15 0.010
H 1.199 0.167 -1.668 0.54 -0.97 2.00 0.325
H -1.218 -0.602 0.289 2.06 -0.29 0.85 0.134
H -0.311 -0.612 2.010 -0.12 -0.57 -2.58 -0.568
H -0.101 -2.916 -0.222 1.12 1.42 1.46 0.262
H 1.542 -2.405 0.747 -2.57 0.33 -0.65 0.067
H -2.119 -6.045 0.796 0.64 0.86 2.16 0.115
H -2.539 -4.622 1.996 1.40 -1.79 -0.39 0.238
H -1.908 -6.239 2.738 0.20 1.25 -2.08 0.263
H 0.569 -5.299 -0.742 1.12 -0.18 2.14 0.284
H 2.153 -4.918 0.255 -2.04 -0.82 0.21 0.267
H 1.256 -6.572 0.487 -0.38 2.45 -0.30 0.325
H 2.039 -5.336 3.341 -2.69 -0.18 0.38 -0.107
H 0.533 -6.555 3.660 0.80 2.27 -0.61 0.315
H 0.400 -4.762 4.277 1.22 -1.37 -1.56 0.230
H 0.199 1.434 2.846 -1.28 1.78 -1.56 0.308
H -0.423 3.196 2.968 -0.24 -2.10 -1.64 0.449
H -2.274 0.978 1.439 0.68 1.43 2.22 -0.539
H -2.881 2.370 2.553 1.86 -1.16 -0.39 0.222
H -1.176 -0.011 3.934 -2.15 0.95 -0.26 0.222
H -2.602 1.073 4.678 0.89 -1.11 -1.92 0.439
H -3.802 -0.773 1.330 -0.80 0.54 2.15 0.337
H 2.836 4.407 2.160 -1.99 -1.25 0.23 0.310
H 2.639 2.844 -0.968 0.35 2.12 0.64 -0.341
H 3.854 4.239 -0.350 -2.36 -0.62 -0.74 0.350
H 2.521 5.808 -2.314 0.39 -2.43 0.03 -0.210
H 1.888 4.064 -2.931 1.70 1.52 1.13 0.109
H 3.753 4.488 -2.945 -2.17 0.29 1.46 0.167
H -0.438 3.616 -1.135 -1.11 0.40 2.55 0.166
H -2.138 3.714 -2.496 0.08 -2.54 0.68 0.271
H -4.676 1.760 -0.375 -0.42 1.38 -2.00 0.034
H -1.519 8.563 -0.393 -0.02 -2.06 1.81 0.299
H -0.972 7.917 1.355 -1.38 -0.44 -1.78 0.300
H -2.794 7.721 0.713 2.55 -0.38 -0.48 0.249
O -3.013 -8.847 -0.346 -2.45 1.08 0.32 -0.579
C -4.120 -8.357 -0.200 2.30 -0.99 -0.28 0.617
O -4.901 -8.530 0.906 0.75 -0.16 -0.77 -0.262
C -5.988 -7.631 0.786 -0.98 0.35 0.73 -0.067
C -6.075 -7.392 -0.686 -0.86 0.44 -0.52 -0.369
O -4.740 -7.566 -1.124 0.72 -0.51 0.54 -0.311
H -6.902 -8.073 1.191 0.39 0.07 -0.08 0.204
H -5.755 -6.719 1.345 0.01 -0.05 -0.06 0.216
H -6.711 -8.126 -1.192 0.06 0.05 0.05 0.283
H -6.433 -6.387 -0.924 0.20 -0.17 -0.07 0.316
O -5.811 4.598 5.292 -0.76 0.33 -2.66 -0.557
C -6.159 4.732 4.131 0.74 -0.34 2.49 0.630
O -6.822 5.822 3.645 0.37 -0.69 0.53 -0.339
C -6.840 5.697 2.236 -0.28 0.79 -0.77 -0.295
C -6.680 4.228 2.019 -0.23 -0.63 -0.97 0.098
O -5.937 3.811 3.149 0.05 0.58 0.81 -0.244
H -7.778 6.080 1.824 0.14 0.02 0.23 0.327
H -6.008 6.275 1.819 -0.04 -0.07 0.03 0.197
H -7.639 3.699 2.011 0.07 0.06 0.02 0.282
H -6.141 4.000 1.095 0.03 -0.05 0.24 -0.092
O 4.406 -4.591 3.710 0.16 -1.59 2.34 -0.494
C 4.501 -5.202 4.762 -0.11 1.00 -2.06 0.643
O 3.482 -5.361 5.656 0.68 0.38 -0.68 -0.239
C 3.921 -6.305 6.615 -0.64 -0.54 0.79 -0.318
C 5.410 -6.206 6.538 0.76 -0.34 0.76 -0.363
O 5.640 -5.814 5.198 -0.74 0.42 -0.55 -0.314
H 3.538 -6.054 7.609 -0.06 0.07 -0.26 0.283
H 3.551 -7.295 6.331 0.03 0.09 0.00 0.295
H 5.814 -5.438 7.206 -0.04 -0.05 -0.06 0.258
H 5.901 -7.159 6.753 0.02 0.20 -0.19 0.298
O -10.100 -8.287 3.038 2.24 -1.06 1.01 -0.575
C -9.104 -8.782 3.538 -2.26 0.87 -0.75 0.500
O -7.844 -8.667 3.024 -1.12 -0.04 0.15 -0.181
C -6.954 -9.177 4.000 1.25 -0.01 0.17 -0.259
C -7.815 -10.097 4.803 0.39 -0.60 0.90 -0.136
O -9.104 -9.524 4.684 -0.28 0.80 -1.05 -0.351
H -6.117 -9.697 3.527 -0.17 0.20 -0.08 0.308
H -6.566 -8.343 4.594 -0.05 -0.08 -0.05 0.267
H -7.840 -11.112 4.391 -0.01 0.08 0.01 0.056
H -7.508 -10.146 5.851 -0.32 0.03 -0.39 0.326
O 5.473 3.374 -1.339 2.18 0.00 -1.49 -0.438
C 6.434 3.445 -2.087 -1.25 -0.29 1.07 0.472
O 6.961 4.613 -2.557 -0.92 -0.87 0.68 -0.319
C 8.181 4.286 -3.197 0.88 0.84 -0.38 -0.121
C 8.002 2.848 -3.562 0.48 -0.63 -0.94 -0.211
O 7.121 2.366 -2.565 -0.89 0.82 0.98 -0.301
H 8.342 4.921 -4.072 -0.21 -0.12 0.61 0.048
H 9.003 4.439 -2.489 -0.07 -0.04 0.01 0.252
H 7.530 2.721 -4.542 0.09 -0.01 0.37 0.241
H 8.945 2.294 -3.547 -0.28 -0.01 0.05 0.338
O 8.811 3.875 -5.792 -0.20 1.75 -2.44 -0.596
C 8.513 4.707 -6.633 0.37 -1.32 0.85 0.630
O 9.066 5.952 -6.717 -0.31 -1.13 0.56 -0.320
C 8.629 6.515 -7.939 0.31 0.94 -0.69 -0.338
C 7.367 5.769 -8.229 -0.90 0.44 -0.92 -0.026
O 7.582 4.514 -7.613 0.98 -0.23 1.13 -0.306
H 8.462 7.590 -7.833 0.13 -0.21 0.14 0.308
H 9.398 6.347 -8.700 -0.08 -0.01 0.08 0.292
H 6.489 6.240 -7.775 0.08 -0.06 -0.01 0.200
H 7.191 5.649 -9.302 0.02 -0.13 0.25 0.116
O 3.129 7.484 -5.171 -0.75 1.88 1.82 -0.556
C 2.797 8.313 -4.339 0.73 -1.78 -1.67 0.631
O 2.435 9.596 -4.631 0.38 -0.89 -0.02 -0.334
C 1.911 10.156 -3.441 -0.59 0.97 0.13 -0.307
C 2.538 9.328 -2.367 0.09 0.26 1.14 -0.324
O 2.740 8.077 -2.996 0.00 0.04 -1.06 -0.236
H 2.176 11.213 -3.360 -0.01 -0.19 -0.19 0.315
H 0.820 10.063 -3.458 0.09 -0.02 0.01 0.235
H 3.508 9.723 -2.046 -0.08 -0.04 -0.05 0.268
H 1.891 9.222 -1.492 0.14 -0.19 -0.15 0.266
O 6.880 6.442 -11.633 -2.35 1.05 0.43 -0.546
C 5.773 6.932 -11.487 2.04 -0.86 -0.46 0.655
O 4.992 6.760 -10.381 0.76 -0.11 -0.75 -0.237
C 3.905 7.658 -10.501 -0.86 0.35 0.82 -0.319
C 3.818 7.898 -11.973 -0.93 0.40 -0.58 -0.337
O 5.153 7.724 -12.411 0.77 -0.58 0.64 -0.325
H 2.991 7.217 -10.096 0.29 -0.04 0.03 0.287
H 4.138 8.571 -9.942 -0.01 -0.08 -0.05 0.264
H 3.182 7.164 -12.479 0.07 0.06 0.05 0.269
H 3.460 8.903 -12.211 0.21 -0.17 -0.07 0.299
O -6.286 -11.554 6.778 -0.57 -2.64 -0.34 -0.566
C -6.638 -12.699 6.547 0.77 1.99 0.53 0.687
O -7.930 -13.079 6.324 0.89 0.56 0.31 -0.276
C -7.892 -14.421 5.877 -0.85 -0.67 -0.50 -0.296
C -6.597 -14.929 6.422 0.30 -1.12 0.14 -0.348
O -5.791 -13.767 6.480 -0.47 1.04 -0.02 -0.308
H -8.752 -14.981 6.257 0.07 0.28 -0.04 0.283
H -7.917 -14.430 4.782 0.02 0.01 0.09 0.263
H -6.700 -15.338 7.433 0.00 0.06 -0.09 0.269
H -6.142 -15.685 5.777 0.08 0.24 0.13 0.296
```
Forces are in eV/Å.

Summary:
2S+1 ... 1
E ... -289029.7748 eV
SMILES ... C#CCCC[C@@](O)(CCO[Si](C)(C)C)O[C@@](CCCC(=O)O)(B(O)OCC)[C@@H](O[C@@H](F)C(F)(F)C(F)F)/C(Br)=C(/C)Br.O=C1OCCO1.O=C1OCCO1.O=C1OCCO1.O=C1OCCO1.O=C1OCCO1.O=C1OCCO1.O=C1OCCO1.O=C1OCCO1.O=C1OCCO1
Orbital gap ... 8.21 eV